[1]
ORCA calculation (the ωB97M-V functional and the def2-TZVPD basis) on a structure of composition C36H47CrN5P2.

Atoms and positions in Å:
Cr1 -0.366 2.967 -0.370
C1 2.240 0.327 2.996
C2 2.259 0.341 1.667
C3 1.400 -0.545 0.814
C4 -0.078 -0.339 0.493
C5 -1.132 -0.051 1.490
C6 -1.111 -0.053 2.809
C7 -0.101 -0.749 3.609
C8 1.220 -0.044 3.992
C9 -0.050 4.629 -1.621
H1 3.231 0.383 3.544
H2 3.120 0.822 1.163
H3 1.472 -1.540 1.272
H4 1.920 -0.601 -0.142
H5 -0.100 0.455 -0.322
H6 -0.459 -1.309 0.110
H7 -2.077 0.113 0.961
H8 -2.040 0.257 3.344
H9 0.035 -1.725 3.094
H10 -0.642 -0.918 4.558
H11 0.976 0.896 4.513
H12 1.762 -0.717 4.677
H13 0.283 5.476 -0.998
H14 -0.947 5.020 -2.126
H15 0.698 4.556 -2.419
P1 -2.534 -0.127 -1.657
P2 0.734 -2.093 -1.723
N1 -4.098 -0.687 -0.829
N2 -3.356 -0.221 -3.245
N3 0.425 -3.475 -0.659
N4 1.661 -3.051 -2.869
C10 -2.043 -1.909 -1.783
C11 -0.833 -2.211 -2.658
C12 -4.945 0.173 -0.129
C13 -6.072 -0.528 0.313
C14 -5.942 -1.869 -0.148
C15 -4.719 -1.943 -0.804
C16 -3.343 0.796 -4.198
C17 -4.184 0.456 -5.256
C18 -4.724 -0.837 -4.964
C19 -4.187 -1.231 -3.747
C20 1.168 -3.700 0.522
C21 0.772 -4.906 1.080
C22 -0.099 -5.548 0.147
C23 -0.388 -4.610 -0.840
C24 1.919 -4.416 -3.006
C25 2.735 -4.623 -4.113
C26 2.916 -3.338 -4.744
C27 2.221 -2.410 -3.981
H16 -2.804 -2.534 -2.266
H17 -1.965 -2.278 -0.744
H18 -0.951 -3.214 -3.112
H19 -0.723 -1.451 -3.457
H20 -4.677 1.209 0.011
H21 -6.905 -0.133 0.897
H22 -6.638 -2.706 -0.063
H23 -4.259 -2.820 -1.228
H24 -2.712 1.657 -4.049
H25 -4.401 1.061 -6.129
H26 -5.429 -1.421 -5.551
H27 -4.341 -2.166 -3.236
H28 1.994 -3.074 0.815
H29 1.096 -5.278 2.038
H30 -0.410 -6.584 0.139
H31 -1.088 -4.683 -1.644
H32 1.514 -5.144 -2.323
H33 3.138 -5.571 -4.440
H34 3.481 -3.129 -5.638
H35 2.080 -1.350 -4.108
C28 4.785 3.467 2.860
N5 3.990 3.322 1.644
C29 4.816 3.222 0.452
C30 2.931 4.312 1.473
C31 1.751 4.093 2.362
C32 1.963 4.632 3.655
C33 0.959 4.642 4.600
C34 -0.171 3.874 4.331
C35 -0.225 3.137 3.123
C36 0.548 3.445 2.008
H36 5.531 2.668 2.908
H37 4.175 3.387 3.760
H38 5.341 4.419 2.914
H39 4.117 3.120 -0.390
H40 5.448 4.122 0.310
H41 5.454 2.335 0.521
H42 3.320 5.325 1.694
H43 2.594 4.285 0.435
H44 2.923 5.116 3.886
H45 1.076 5.235 5.514
H46 -0.973 3.795 5.078
H47 -0.949 2.311 3.129

Calculated values
LUMO energy (alpha / beta) in eV: -0.987 / -0.825
E_tot in a.u.: -3400.58614
ΔE to the lowest compared entry with this formula, charge and spin in kJ/mol: 304.9
Multiplicity: 5
Gap between HOMO and LUMO (alpha / beta) in eV: 6.7621 / 7.0947
Total charge: 0

***

[2]
ORCA calculation (the ωB97M-V functional and the def2-TZVPD basis) on a cluster of 6 separate species, C36H47F15IN4O16 in total.

Atoms and positions in Å:
C1 -6.757 -2.038 -0.737
C2 -5.850 -0.890 -0.041
C3 -5.064 -1.589 1.199
I1 -6.660 -2.047 2.666
N1 -4.084 -0.725 1.850
C4 -2.815 -0.974 2.182
N2 -1.851 -0.064 2.760
C5 -0.590 -0.684 2.920
C6 0.737 -0.080 3.495
C7 0.716 1.512 3.252
O1 1.815 1.921 2.390
C8 1.727 3.321 2.091
C9 0.912 3.536 0.736
F1 -0.280 4.234 1.091
F2 0.485 2.287 0.258
C10 1.634 4.440 -0.362
F3 3.030 4.442 -0.277
F4 1.241 5.773 -0.085
C11 1.075 4.116 -1.817
F5 1.378 5.251 -2.611
F6 -0.329 4.031 -1.835
C12 1.753 2.874 -2.548
F7 2.527 2.058 -1.714
F8 2.492 3.287 -3.665
N3 -0.870 -2.013 2.428
C13 0.313 -2.893 2.459
C14 1.291 -2.460 1.231
C15 1.749 -3.814 0.481
F9 0.589 -1.703 0.235
N4 -2.151 -2.213 2.026
C16 -2.501 -3.565 1.569
C17 -2.152 -3.729 -0.018
C18 -2.637 -2.505 -0.911
C19 -2.568 -5.173 -0.598
C20 -4.555 0.659 2.204
C21 -3.902 1.793 1.299
F10 -4.405 0.914 3.613
H1 -7.822 -1.920 -0.336
H2 -6.795 -1.936 -1.863
H3 -6.433 -3.087 -0.434
H4 -6.596 -0.110 0.326
H5 -5.135 -0.432 -0.792
H6 -4.725 -2.553 0.744
H7 1.688 -0.460 3.019
H8 0.810 -0.324 4.609
H9 0.871 2.005 4.262
H10 -0.238 1.846 2.734
H11 1.131 3.818 2.933
H12 2.755 3.788 2.108
H13 0.902 2.219 -2.937
H14 0.136 -3.996 2.322
H15 0.953 -2.787 3.402
H16 2.250 -1.976 1.580
H17 2.172 -3.557 -0.551
H18 2.619 -4.280 1.053
H19 0.916 -4.576 0.406
H20 -3.580 -3.877 1.797
H21 -1.899 -4.403 2.077
H22 -1.005 -3.714 -0.051
H23 -3.701 -2.704 -1.246
H24 -2.003 -2.533 -1.865
H25 -2.470 -1.482 -0.461
H26 -2.253 -5.928 0.215
H27 -3.657 -5.259 -0.888
H28 -1.857 -5.371 -1.473
H29 -5.683 0.763 2.062
H30 -4.462 1.802 0.307
H31 -4.146 2.795 1.793
H32 -2.781 1.722 1.193
C22 -8.034 -0.424 7.166
C23 -9.245 -0.105 6.347
O2 -9.278 -1.156 5.401
C24 -8.699 -2.223 6.020
O3 -8.788 -3.349 5.637
O4 -8.011 -1.846 7.133
F11 -9.093 1.068 5.684
H33 -7.112 -0.035 6.723
H34 -8.113 -0.056 8.189
H35 -10.181 -0.090 6.912
C25 3.864 1.404 -6.068
C26 5.283 1.811 -6.316
O5 5.665 1.000 -7.409
C27 4.518 0.768 -8.109
O6 4.486 0.353 -9.225
O7 3.410 1.076 -7.375
F12 6.071 1.503 -5.254
H36 3.784 0.523 -5.424
H37 3.270 2.209 -5.636
H38 5.410 2.863 -6.577
C28 0.448 -9.167 0.919
C29 -0.665 -9.727 1.748
O8 -1.074 -8.615 2.525
C30 -0.800 -7.521 1.770
O9 -1.250 -6.430 1.979
O10 0.040 -7.813 0.743
F13 -0.215 -10.693 2.578
H39 1.411 -9.191 1.436
H40 0.551 -9.675 -0.040
H41 -1.513 -10.102 1.169
C31 5.968 6.299 1.318
C32 6.245 4.828 1.342
O11 7.286 4.710 2.288
C33 7.107 5.743 3.160
O12 7.623 5.813 4.230
O13 6.255 6.682 2.657
F14 6.702 4.398 0.141
H42 6.629 6.840 0.635
H43 4.933 6.525 1.058
H44 5.394 4.215 1.654
C34 7.570 6.396 -7.783
C35 7.419 4.910 -7.894
O14 6.882 4.736 -9.188
C36 7.349 5.787 -9.923
O15 7.327 5.835 -11.111
O16 7.851 6.772 -9.125
F15 6.522 4.439 -6.985
H45 6.652 6.888 -7.452
H46 8.384 6.684 -7.117
H47 8.358 4.355 -7.808

Calculated values
LUMO energy in eV: -2.699
E_tot in a.u.: -4618.15068
Multiplicity: 1
Gap between HOMO and LUMO in eV: 9.0738
Total charge: +1

***

[3]
ORCA calculation (the ωB97M-V functional and the def2-TZVPD basis) on a structure of composition C36H47GeNO3PSi2Ta.

Atoms and positions in Å:
Ta1 0.089 -0.080 0.266
C1 -1.115 0.784 -0.817
Ge1 -2.325 2.256 -1.007
C2 -3.386 2.475 0.612
C3 -4.580 1.768 0.772
C4 -5.307 1.854 1.955
C5 -4.858 2.662 2.992
C6 -3.683 3.387 2.841
C7 -2.955 3.289 1.659
C8 -1.235 3.864 -1.213
C9 0.109 3.766 -1.584
C10 0.887 4.903 -1.776
C11 0.334 6.164 -1.587
C12 -1.001 6.283 -1.217
C13 -1.776 5.141 -1.039
C14 -3.579 2.182 -2.480
C15 -3.427 1.249 -3.506
C16 -4.307 1.221 -4.583
C17 -5.351 2.133 -4.645
C18 -5.517 3.067 -3.630
C19 -4.640 3.088 -2.553
H1 -4.952 1.139 -0.029
H2 -6.228 1.294 2.066
H3 -5.428 2.736 3.910
H4 -3.340 4.038 3.637
H5 -2.046 3.869 1.550
H6 0.545 2.783 -1.732
H7 1.922 4.806 -2.079
H8 0.937 7.051 -1.736
H9 -1.439 7.263 -1.072
H10 -2.815 5.257 -0.748
H11 -2.614 0.531 -3.466
H12 -4.178 0.489 -5.369
H13 -6.037 2.116 -5.483
H14 -6.335 3.775 -3.674
H15 -4.800 3.810 -1.759
N1 5.847 -1.380 -4.539
C20 4.953 -1.173 -3.847
C21 3.826 -0.916 -2.970
C22 2.804 -1.851 -2.848
C23 1.739 -1.602 -1.997
C24 1.645 -0.422 -1.241
C25 2.688 0.508 -1.412
C26 3.761 0.274 -2.258
H16 2.849 -2.769 -3.420
H17 0.956 -2.349 -1.942
H18 2.646 1.468 -0.910
H19 4.545 1.013 -2.377
C27 3.619 1.495 1.965
O1 2.384 1.969 2.548
P1 1.042 2.049 1.712
O2 0.428 3.393 2.245
C28 0.853 4.656 1.667
O3 0.053 0.963 2.408
C29 -0.535 1.027 3.734
H20 4.097 2.304 1.415
H21 3.443 0.649 1.307
H22 4.252 1.185 2.789
H23 0.244 5.424 2.130
H24 0.690 4.646 0.591
H25 1.902 4.824 1.905
H26 0.270 1.056 4.465
H27 -1.131 0.128 3.849
H28 -1.164 1.912 3.792
C30 -1.696 -3.073 -1.555
Si1 -2.160 -2.739 0.214
C31 -2.634 -4.357 1.014
C32 -3.662 -1.657 0.215
C33 -0.765 -1.923 1.125
Si2 0.645 -2.935 1.779
C34 1.985 -1.762 2.382
C35 1.439 -4.041 0.518
C36 0.150 -4.003 3.219
H29 -2.524 -3.574 -2.067
H30 -0.813 -3.707 -1.658
H31 -1.511 -2.127 -2.075
H32 -3.570 -4.735 0.592
H33 -2.775 -4.233 2.092
H34 -1.869 -5.126 0.862
H35 -4.479 -2.118 -0.349
H36 -3.415 -0.697 -0.247
H37 -4.019 -1.462 1.231
H38 -1.228 -1.469 2.028
H39 2.439 -1.201 1.552
H40 2.797 -2.334 2.842
H41 1.620 -1.045 3.123
H42 2.085 -3.487 -0.165
H43 0.706 -4.591 -0.077
H44 2.055 -4.777 1.044
H45 -0.417 -3.439 3.966
H46 1.039 -4.417 3.705
H47 -0.473 -4.838 2.891

Calculated values
LUMO energy in eV: -0.086
E_tot in a.u.: -4734.72719
ΔE to the lowest compared entry with this formula, charge and spin in kJ/mol: 16.2
Multiplicity: 1
Gap between HOMO and LUMO in eV: 7.4256
Total charge: 0

***

| no. | largest force on an atom (hartree/bohr) |
| --- | --- |
| 1 | 0.1027 |
| 2 | 0.1350 |
| 3 | 0.0280 |